1.
A cluster of 2 separate species, C9H10BrFO4Si in total, computed with ωB97M-V with the def2-TZVPD basis set.

The geometry in XYZ format:
```
26
Properties=species:S:1:pos:R:3:lowdin_charge:R:1
C 5.37 -1.03 0.43 -0.286
Si 4.05 0.32 0.01 0.268
Br 3.95 0.33 -2.30 0.258
C 2.38 -0.08 0.82 -0.295
C 1.32 -0.72 -0.19 -0.253
F 0.71 0.36 -0.84 -0.087
H 5.20 -1.87 -0.32 0.023
H 6.37 -0.55 0.25 0.022
H 5.25 -1.43 1.47 0.023
H 4.53 1.66 0.38 -0.052
H 1.91 0.90 1.13 0.088
H 2.55 -0.76 1.70 0.073
H 0.53 -1.31 0.33 0.127
H 1.89 -1.30 -0.96 0.073
C -2.51 0.79 -0.44 -0.043
C -2.99 -0.22 -1.23 -0.458
C -4.46 -0.58 -0.96 -0.391
O -5.09 -1.41 -1.62 -0.055
C -5.15 0.10 0.14 -0.047
C -4.66 1.11 0.94 -0.465
C -3.23 1.54 0.60 -0.388
O -2.64 2.47 1.16 -0.052
O -5.26 1.70 1.89 -0.117
O -2.37 -0.87 -2.13 -0.109
H -1.48 1.11 -0.57 0.067
H -6.16 -0.26 0.31 0.077
```

Kohn-Sham gap ... 3.30 eV
Charge ... -2
E_tot ... -3613.2936 Ha

2.
An isolated molecule of C9H10ClN2O2P, computed with ωB97M-V with the def2-TZVPD basis set.

The geometry in XYZ format:
```
25
Properties=species:S:1:pos:R:3:lowdin_charge:R:1
C 2.81 1.08 -1.27 -0.075
C 2.94 -0.24 -0.92 -0.111
C 1.52 1.66 -1.15 0.037
C 1.94 -0.98 -0.35 -0.029
C 0.48 0.98 -0.40 -0.107
C 0.73 -0.38 0.01 -0.258
C -0.70 1.78 -0.10 -0.467
C -0.43 -2.44 0.92 -0.159
C -2.98 2.06 0.65 -0.067
N -0.31 -1.05 0.65 -0.135
N -1.94 1.09 0.25 -0.231
O -0.68 2.95 0.01 0.131
O -3.30 -1.32 0.23 -0.293
P -2.22 -0.48 -0.18 0.428
Cl -1.82 -0.54 -2.21 0.373
H 3.70 1.51 -1.73 0.106
H 3.82 -0.81 -1.24 0.115
H 1.30 2.55 -1.60 0.078
H 2.06 -1.94 0.08 0.095
H -1.43 -2.49 1.50 0.099
H -0.50 -3.05 -0.01 0.094
H 0.41 -2.68 1.54 0.071
H -3.11 2.85 -0.16 0.106
H -3.94 1.34 0.66 0.120
H -2.75 2.58 1.57 0.077
```

SMILES string ... CN1C(=O)c2ccccc2N(C)[P@]1(=O)Cl
Energy above the lowest of the compared OMol25 structures with the same formula, charge and spin ... 30.85 kcal per mole
Kohn-Sham gap ... 8.26 eV
E_tot ... -1410.5053 Ha

3.
A cluster of 2 separate species, C9H10ClN3O in total, computed with ωB97M-V with the def2-TZVPD basis set.

The geometry in XYZ format:
```
24
Properties=species:S:1:pos:R:3:lowdin_charge:R:1
C 3.36 0.90 -0.43 -0.029
C 2.53 1.98 -0.28 -0.002
C 2.96 -0.42 -0.08 -0.014
C 1.18 1.78 0.16 0.042
C 1.63 -0.71 0.32 0.013
C 0.81 0.44 0.35 -0.250
C -1.47 -0.48 0.49 0.016
C -3.88 -0.76 0.27 -0.181
C -6.49 0.77 0.61 -0.572
N -0.49 0.29 0.88 0.131
N -3.98 -1.49 -0.78 0.131
N -2.79 -0.20 0.84 0.089
O -5.46 0.47 1.10 0.118
Cl -7.48 0.53 -0.58 1.047
H 4.34 0.95 -0.73 0.103
H 2.95 2.88 -0.48 0.089
H 3.60 -1.29 -0.15 0.121
H 0.61 2.59 0.29 0.080
H 1.17 -1.65 0.67 0.128
H -1.25 -1.38 -0.16 0.191
H -0.88 1.03 1.55 0.223
H -5.01 -1.77 -1.04 0.179
H -3.17 -1.90 -1.43 0.194
H -3.15 0.38 1.59 0.152
```

Kohn-Sham gap (alpha / beta) ... 6.52 / 6.51 eV
Charge ... +2
E_tot ... -1047.8425 Ha